290
Properties=species:S:1:pos:R:3:forces:R:3:lowdin_charge:R:1 method="wB97M-V/def2-TZVPD" orbital_gap_ev=6.59 charge=+4 spin_multiplicity=1
C 0.38181 -3.31464 -5.54993 1.3 -1.4 -1.1 -0.0792
C -0.03353 -4.46692 -4.63140 1.0 -0.4 -1.5 -0.2253
C 0.43506 -4.06335 -3.27460 1.5 -0.2 -0.4 -0.1337
N 0.34183 -5.09342 -2.20540 1.1 1.6 0.9 -0.2435
C -1.07259 -5.27656 -1.85675 0.1 -2.0 -0.4 0.0243
C 1.10839 -4.57324 -0.96451 -0.8 -0.1 -0.1 -0.0805
C 1.63954 -5.86390 -0.39067 0.4 0.4 0.5 -0.1403
C 2.21583 -6.57990 -1.61921 0.0 -0.2 -0.3 -0.1134
C 1.00924 -6.40287 -2.50146 -1.2 -0.9 -2.1 -0.1208
H 0.08579 -2.39969 -5.09353 -0.1 1.0 0.0 0.0464
H -0.09301 -3.45878 -6.52806 0.0 0.3 0.2 0.0847
H 1.49818 -3.34384 -5.74214 -1.2 0.3 0.4 0.1029
H 0.33374 -5.43793 -5.05099 0.2 0.8 0.6 0.1295
H -1.07521 -4.54712 -4.74609 -1.6 -0.1 0.4 0.0766
H -0.11030 -3.19519 -2.95325 -0.5 0.3 0.4 0.1336
H 1.48975 -3.70933 -3.38250 -0.6 -0.6 0.4 0.1337
H -1.55440 -5.62511 -2.76853 -0.4 0.3 0.0 0.1194
H -1.49529 -4.40500 -1.41905 -0.2 0.5 0.0 0.0666
H -1.08703 -6.14071 -1.19154 -0.3 0.3 0.3 0.1107
H 0.37923 -4.06842 -0.31483 0.4 0.0 -0.3 0.1206
H 1.88457 -3.89176 -1.32583 -0.1 -0.2 0.3 0.1195
H 0.75547 -6.43628 -0.02674 0.8 0.1 0.1 0.1316
H 2.31564 -5.64097 0.43581 0.0 -0.2 -0.1 0.1117
H 2.32987 -7.67471 -1.39800 0.4 1.1 -0.5 0.1394
H 3.07988 -6.09244 -2.16842 -0.6 -0.6 1.3 0.1375
H 0.22822 -7.11660 -2.25797 0.2 -0.4 0.0 0.1252
H 1.12463 -6.48030 -3.60436 0.4 0.0 0.9 0.1349
C -7.65673 -3.25744 2.39580 0.3 1.0 -1.4 -0.0801
C -6.80564 -1.95921 2.47096 -0.2 -0.1 0.1 -0.2028
C -6.82954 -1.25762 1.10496 -1.1 -0.3 -1.0 -0.1167
N -6.45166 0.19999 1.00615 0.3 0.0 -1.5 -0.2787
C -5.03070 0.42320 1.23526 2.2 -0.6 1.8 -0.0093
C -7.18380 1.10468 1.91934 0.6 1.1 1.1 -0.0842
C -6.97076 2.54472 1.32772 -0.4 -2.2 -1.5 -0.0696
C -6.80466 2.27101 -0.22078 0.4 -0.2 0.5 -0.1128
C -6.77220 0.73861 -0.40399 0.8 0.8 1.4 -0.0692
H -7.28399 -3.82353 1.52153 -0.2 0.0 0.5 0.0916
H -8.72459 -3.10938 2.25349 -0.1 0.2 0.1 0.0803
H -7.49067 -3.81520 3.28146 0.1 -0.7 0.8 0.0549
H -5.82141 -2.38688 2.75704 -0.2 1.1 -0.3 0.0948
H -7.17186 -1.24270 3.24166 0.3 -0.7 -0.3 0.1178
H -7.87512 -1.25608 0.68485 0.7 -0.2 0.7 0.1470
H -6.24270 -1.80305 0.34659 0.1 0.3 0.4 0.1352
H -4.38147 -0.22891 0.62691 -0.6 0.3 0.2 0.1072
H -4.82667 0.29918 2.33065 0.0 -0.4 -0.9 0.0991
H -4.71719 1.45309 1.12446 -0.3 0.2 -0.6 0.0923
H -6.65892 1.03295 2.91333 -0.9 0.0 -0.8 0.1431
H -8.20260 0.77114 1.95844 -0.6 0.0 0.1 0.1337
H -6.06439 2.85224 1.75721 1.2 0.9 0.4 0.0695
H -7.73856 3.27030 1.52057 -0.4 0.0 0.3 0.1187
H -5.97973 2.80390 -0.68596 0.3 -0.1 0.2 0.1059
H -7.67643 2.56354 -0.76251 -0.7 0.6 -0.2 0.0980
H -6.10570 0.31512 -1.15846 0.0 0.0 0.3 0.1334
H -7.78154 0.50456 -0.57254 -1.2 -1.0 -0.4 0.1072
C -7.72969 1.99106 -4.61398 0.9 0.7 -2.1 -0.0791
C -7.14924 0.90360 -5.57459 -1.5 0.4 -1.3 -0.2148
C -6.04071 0.20294 -4.80291 -0.6 -1.2 -1.4 -0.1464
N -5.41423 -0.99292 -5.44056 0.1 -2.2 -0.7 -0.2322
C -6.54766 -1.93561 -5.86167 0.2 0.9 0.3 0.0245
C -4.52309 -1.84814 -4.45960 -2.0 0.8 0.5 -0.0925
C -3.58878 -2.67919 -5.29555 -0.4 -0.7 -1.9 -0.1182
C -3.78369 -2.11092 -6.77867 1.3 -0.2 0.4 -0.1185
C -4.46231 -0.78135 -6.63427 -2.0 -0.8 0.8 -0.0866
H -8.10136 1.57622 -3.71532 -0.7 -0.5 0.8 0.0480
H -8.44219 2.69925 -5.09776 0.3 -0.9 0.4 0.1008
H -6.87238 2.60872 -4.36467 0.1 0.3 0.3 0.0702
H -6.81488 1.38318 -6.54194 0.3 -0.2 1.2 0.1326
H -7.96585 0.25467 -5.99781 0.7 0.2 1.0 0.1168
H -6.39005 -0.18546 -3.86712 -0.3 0.1 0.7 0.1214
H -5.26641 0.88315 -4.67395 1.5 1.3 0.6 0.1194
H -7.28557 -2.02461 -5.02613 0.4 0.5 -1.0 0.1335
H -6.17937 -2.92113 -6.04271 0.5 -0.5 0.0 0.0902
H -6.89542 -1.53497 -6.81300 -0.7 -0.1 0.3 0.1079
H -5.30580 -2.35421 -3.85839 0.9 -0.2 -0.3 0.1363
H -4.07648 -1.12926 -3.80816 0.8 0.4 0.3 0.1017
H -3.80034 -3.78812 -5.28646 0.0 1.3 0.1 0.1387
H -2.54018 -2.56649 -5.10167 0.3 0.3 0.8 0.0794
H -4.42704 -2.80916 -7.28038 0.1 -0.2 -0.8 0.0973
H -2.79034 -1.91025 -7.29730 -1.3 -0.7 0.5 0.1466
H -5.07392 -0.44101 -7.46989 0.3 0.0 -0.1 0.1413
H -3.75276 -0.07945 -6.33199 1.0 1.5 0.4 0.0895
C -1.21993 4.62067 7.63728 1.9 -1.5 0.6 -0.0768
C -0.01027 3.97064 6.89290 -1.2 -1.3 -0.3 -0.1692
C -0.48853 2.65887 6.11260 -1.1 1.9 0.4 -0.1265
N 0.53336 1.89286 5.41099 2.3 -0.3 0.0 -0.2452
C 1.28784 2.79647 4.45779 -0.3 -1.7 -0.2 0.0246
C -0.05325 0.71714 4.62871 0.9 1.0 0.0 -0.0582
C 1.24773 -0.12478 4.28044 -0.7 0.6 1.7 -0.0980
C 2.30775 0.22546 5.38838 -0.1 -0.4 -0.6 -0.1302
C 1.58715 1.15144 6.29025 -1.4 0.3 0.0 -0.0938
H -1.49806 3.97588 8.47925 -0.1 0.0 -0.2 0.0803
H -2.07521 4.82380 7.07351 -1.2 0.2 -1.2 0.0502
H -0.87075 5.51825 8.07502 0.2 1.1 0.4 0.0631
H 0.67302 3.66082 7.66791 0.4 -0.2 0.3 0.0975
H 0.55427 4.67369 6.27737 -0.4 -0.1 -0.2 0.1041
H -1.21407 2.93050 5.31026 0.4 0.1 0.5 0.1299
H -1.07632 2.03264 6.79200 0.5 -0.2 0.0 0.1317
H 2.16369 3.17714 4.91503 0.7 0.4 0.5 0.0979
H 0.65552 3.58483 4.13595 -0.6 0.6 -0.4 0.0999
H 1.58095 2.15170 3.62467 0.1 0.6 0.1 0.0902
H -0.54527 1.17428 3.74745 0.1 -0.4 0.4 0.1014
H -0.80434 0.36842 5.35551 0.5 -1.0 -0.6 0.0990
H 1.64123 0.15291 3.32960 0.1 0.0 -0.8 0.0765
H 1.06062 -1.17497 4.32529 -0.4 -0.6 -0.3 0.0818
H 3.21261 0.73478 5.05341 0.0 -0.4 -0.6 0.1101
H 2.59705 -0.65764 5.97916 0.0 0.2 -0.4 0.1301
H 2.24340 1.78020 6.84484 0.2 1.1 0.2 0.1280
H 1.02220 0.55807 6.96826 -0.9 -0.2 0.7 0.1154
C 1.64767 7.68572 1.05361 1.2 2.0 -0.5 -0.0603
C 3.14137 7.92861 0.64333 -0.8 -0.8 0.8 -0.2231
C 3.58641 6.79589 -0.24157 -0.7 -0.3 -1.6 -0.1574
N 5.03529 6.88718 -0.52440 1.3 -0.4 -1.0 -0.2941
C 5.37890 8.26575 -1.02421 -0.6 -0.6 1.4 0.0327
C 5.42433 5.98218 -1.68286 0.2 -1.5 1.4 -0.0751
C 6.98522 5.76432 -1.49361 -1.1 1.0 -1.7 -0.1113
C 7.29656 6.23712 -0.06800 -0.4 2.3 -0.4 -0.1366
C 5.96753 6.49040 0.63450 -1.1 0.8 -1.2 -0.0522
H 1.31955 8.58516 1.61888 -0.2 -0.5 -0.7 0.0889
H 1.57208 6.89067 1.75096 -0.1 -1.1 0.3 0.0512
H 1.08777 7.53311 0.10777 -0.1 0.1 0.9 0.0874
H 3.85124 7.93088 1.49010 -0.7 0.1 0.1 0.1215
H 3.25104 8.88869 0.15661 -0.3 0.1 -0.1 0.0984
H 3.09105 6.79150 -1.26401 0.4 0.3 1.1 0.1609
H 3.33979 5.80155 0.15528 0.4 0.2 0.3 0.1324
H 5.07062 8.92762 -0.22755 0.4 0.5 -0.2 0.0942
H 4.78696 8.40897 -1.90680 -0.1 0.4 -0.4 0.1129
H 6.43745 8.31554 -1.18996 0.3 0.1 -0.3 0.1018
H 5.16640 6.59803 -2.53738 0.0 -0.8 -0.5 0.1181
H 4.83068 5.01842 -1.57520 0.8 1.3 -0.4 0.1316
H 7.43298 6.43910 -2.26390 0.1 -0.6 0.7 0.1199
H 7.31459 4.74616 -1.77447 -0.4 0.5 0.5 0.1184
H 7.80945 7.25140 -0.06632 0.1 -1.6 -0.1 0.1365
H 7.83240 5.49185 0.43258 1.1 -0.7 1.0 0.0985
H 5.91077 7.37114 1.29207 0.5 -0.8 0.2 0.1400
H 5.52416 5.59836 1.04404 0.0 -0.2 0.5 0.1075
C -2.12948 3.42752 -1.45944 -2.4 0.2 1.2 -0.0772
C -1.81249 2.16579 -0.68916 0.4 0.7 1.6 -0.2171
C -0.31472 2.01107 -0.55667 -0.4 -1.9 1.8 -0.0490
N 0.15922 0.57060 -0.22557 -1.0 0.0 -2.0 -0.2063
C -0.61087 -0.17737 0.80451 -0.5 0.8 -0.2 0.0191
C 1.59441 0.58603 0.04238 1.0 0.0 -0.6 -0.1026
C 2.30168 0.72201 -1.31111 -1.1 0.0 0.6 -0.0935
C 1.32236 0.07441 -2.32126 1.8 -1.4 1.8 -0.1064
C 0.13298 -0.28532 -1.51136 -1.8 1.3 -0.1 -0.0735
H -1.91974 3.25397 -2.47684 0.2 0.2 -1.4 0.0536
H -1.79793 4.39928 -1.12485 0.9 0.0 0.3 0.0785
H -3.22712 3.55333 -1.29161 0.5 -0.1 -0.8 0.0793
H -2.22199 1.36223 -1.24413 -0.3 -1.0 -0.7 0.0859
H -2.34418 2.14581 0.28923 0.7 0.0 -0.4 0.0989
H 0.14283 2.56339 0.24596 -0.2 0.7 0.3 0.1394
H 0.15699 2.25983 -1.45686 0.8 0.4 -1.4 0.1160
H -0.00928 -1.03729 0.98279 0.2 -0.8 0.4 0.0687
H -1.59371 -0.50487 0.41464 0.6 0.6 0.2 0.1009
H -0.69809 0.43680 1.69559 -0.2 0.0 0.0 0.0813
H 1.83925 -0.33400 0.50133 0.2 -1.2 0.5 0.1190
H 1.88369 1.35644 0.70574 0.1 1.0 0.9 0.1162
H 3.26874 0.28488 -1.26117 0.7 -0.7 -0.1 0.0879
H 2.47967 1.76177 -1.49310 0.0 0.6 -0.4 0.0949
H 1.74061 -0.84003 -2.75409 -0.1 0.4 0.0 0.1097
H 1.12392 0.75037 -3.05903 -0.7 1.6 -2.1 0.0696
H 0.12504 -1.28198 -1.16204 0.1 -1.1 0.3 0.0992
H -0.82406 -0.10164 -2.04070 0.4 -0.2 0.4 0.1374
C -5.71159 -0.31592 10.64206 0.5 -0.2 1.1 0.0217
N -5.39952 -0.80389 9.31296 2.5 3.2 0.2 -0.0912
C -4.31271 -0.18488 8.68078 -0.8 -1.1 -0.5 0.0761
C -4.00938 -0.48407 7.36172 -0.9 -0.3 2.8 0.0618
C -4.74218 -1.52503 6.78271 0.6 0.5 -0.9 -0.1206
C -5.81472 -2.07817 7.42020 -1.5 -0.3 0.4 0.0590
C -6.19305 -1.61765 8.70752 0.7 -2.3 -2.9 0.0092
C -4.23143 -2.01019 5.48225 1.1 1.3 -0.2 -0.1416
C -3.50594 -1.11518 4.69137 -0.3 -0.7 0.0 0.0488
C -2.80949 -1.60932 3.58977 0.7 -0.5 0.5 0.0212
N -2.83223 -2.89841 3.22828 -2.0 -0.9 1.2 -0.0380
C -3.59818 -3.73703 3.97510 0.2 0.2 0.8 -0.0051
C -4.20174 -3.33840 5.14918 -1.7 -1.5 0.0 0.0253
C -2.05737 -3.51434 2.15091 2.0 1.6 -0.3 0.0242
H -6.27706 0.60451 10.62558 0.5 0.5 -0.1 0.1205
H -4.84425 -0.36819 11.32173 -0.1 0.7 -0.7 0.1304
H -6.34921 -1.01146 11.08578 -1.3 -1.3 0.6 0.0789
H -3.67873 0.44011 9.30135 -0.4 0.0 0.0 0.1515
H -3.08565 -0.11670 6.99327 0.6 0.2 -0.6 0.0837
H -6.38875 -2.85018 6.87458 0.2 0.5 0.8 0.1386
H -6.96491 -2.08320 9.25668 -0.9 -0.1 0.5 0.1437
H -3.49728 -0.06492 4.96932 0.3 -0.1 -0.7 0.0911
H -2.03932 -1.08056 3.09928 0.2 1.1 -0.6 0.1169
H -3.64462 -4.76441 3.70903 0.2 -0.6 -0.5 0.1377
H -4.82462 -4.04538 5.77828 1.2 0.5 -1.0 0.1516
H -1.19678 -4.01611 2.58742 0.3 0.3 0.3 0.1157
H -1.69316 -2.73771 1.42113 -0.5 -0.9 1.0 0.0930
H -2.58397 -4.27692 1.64188 -1.1 -0.3 -0.5 0.0872
C 6.40741 -7.81981 3.54864 0.6 -0.4 1.2 0.0178
N 6.21918 -6.48731 3.00673 -0.3 2.3 -1.8 -0.0894
C 5.44966 -5.53935 3.63636 0.4 0.0 -0.4 0.0629
C 5.32490 -4.22555 3.14881 1.2 -3.1 -1.1 0.0750
C 5.97211 -3.91607 1.93535 0.1 1.3 0.8 -0.1132
C 6.81032 -4.82365 1.30522 -0.4 -1.4 1.4 0.0696
C 6.83628 -6.12018 1.85759 0.3 0.7 -0.8 0.0250
C 5.88677 -2.51530 1.41732 0.5 -0.8 -0.4 -0.1455
C 5.70374 -2.31120 0.05991 -1.3 -0.5 -0.6 0.0385
C 5.58720 -1.04694 -0.42896 0.3 0.4 1.0 0.0333
N 5.78280 0.00287 0.40171 0.7 0.1 -1.0 -0.0459
C 6.19993 -0.15969 1.65085 -1.4 -0.8 0.7 0.0222
C 6.14085 -1.42445 2.21159 0.8 0.1 1.8 0.0602
C 5.74558 1.37172 -0.09991 -0.9 1.6 0.3 0.0266
H 6.68170 -8.55241 2.81339 0.2 0.1 -0.7 0.1002
H 5.48219 -8.19176 3.97289 0.0 0.2 0.4 0.1081
H 7.24266 -7.77214 4.28644 -0.8 -0.1 -0.3 0.1344
H 4.96714 -5.97756 4.49821 -0.2 0.6 0.2 0.1485
H 4.69483 -3.53386 3.60870 -1.0 0.9 0.8 0.1038
H 7.50801 -4.57182 0.50693 -0.6 -0.1 -0.1 0.1471
H 7.35506 -6.86113 1.27286 0.3 -0.5 0.5 0.1440
H 5.35108 -3.07363 -0.63060 0.5 -0.3 0.2 0.1194
H 5.37951 -0.87868 -1.45663 -0.2 0.4 -0.7 0.1246
H 6.34653 0.75523 2.19021 0.2 0.1 0.4 0.1401
H 6.35138 -1.57134 3.29954 -0.1 0.4 -1.1 0.1578
H 6.26952 1.98785 0.66587 -0.2 -0.2 -1.0 0.1138
H 4.71244 1.81176 -0.18864 0.9 -0.9 0.4 0.0981
H 6.13650 1.42662 -1.10797 0.4 0.0 0.0 0.0899
C 7.59203 -0.86011 -5.24386 0.7 2.2 1.6 0.0309
N 6.34083 -0.27988 -5.71178 0.8 1.5 -2.8 -0.0653
C 6.39122 0.92308 -6.42746 1.6 -1.8 2.4 0.0263
C 5.26239 1.53793 -6.78851 -0.5 -0.4 -0.3 0.0117
C 4.02037 0.94384 -6.57416 -0.9 0.0 0.2 -0.1077
C 4.01777 -0.32591 -5.99983 -0.6 -0.9 -0.1 0.0744
C 5.22257 -0.97504 -5.67522 -0.6 1.2 1.0 0.0243
C 2.69270 1.58563 -7.01914 0.6 -2.8 -0.7 -0.0521
C 2.00166 0.77977 -8.02970 1.1 3.2 2.5 0.0585
C 0.83425 1.30950 -8.44731 -1.2 -0.2 -1.9 -0.0323
N 0.23986 2.37385 -7.87222 1.3 -0.3 0.6 -0.0714
C 0.84539 2.98549 -6.80130 -1.2 -0.4 -1.5 0.0249
C 2.12308 2.70565 -6.40657 0.9 -1.4 -0.4 0.0685
C -1.04951 2.82135 -8.41856 -0.7 1.9 0.3 0.0065
H 7.60879 -1.88668 -5.38890 -0.1 -1.9 -0.2 0.0856
H 7.68290 -0.62120 -4.15330 -0.1 -0.3 -0.9 0.1280
H 8.44115 -0.39798 -5.75272 -0.3 -0.1 0.0 0.1068
H 7.40006 1.35033 -6.51913 -0.7 -0.2 -0.1 0.1579
H 5.43945 2.44520 -7.26677 -0.4 1.6 -0.8 0.1254
H 3.08367 -0.87929 -5.77267 0.6 0.6 -0.3 0.1446
H 5.37103 -1.91496 -5.17608 -0.7 -0.4 -0.1 0.1127
H 2.41300 -0.06715 -8.50434 0.5 -0.7 -0.2 0.1235
H 0.37475 0.90961 -9.37745 0.0 0.3 1.0 0.1659
H 0.17491 3.63829 -6.31982 -0.3 1.0 0.6 0.1325
H 2.69107 3.16360 -5.59100 -0.7 0.1 -0.3 0.1319
H -1.53790 1.99694 -8.92610 0.1 0.0 0.1 0.0939
H -0.91631 3.70453 -9.12051 0.1 -1.2 0.8 0.1316
H -1.69869 3.15900 -7.57056 0.6 -0.4 -0.8 0.1159
B 4.21625 -3.01636 -3.34091 2.5 -2.2 0.5 -1.2150
F 4.03455 -3.77710 -2.16568 -0.3 0.1 0.2 0.0926
F 4.31127 -3.93973 -4.41730 -0.5 1.0 0.2 0.0975
F 3.21725 -2.10538 -3.45267 0.0 0.7 -0.5 0.1679
F 5.60528 -2.45307 -3.18897 -1.7 0.2 -0.2 0.0011
B 4.02614 3.47080 2.28743 0.7 -0.3 0.6 -1.1159
F 5.41975 3.94186 2.42164 -2.0 -0.2 0.0 0.0249
F 3.03018 4.28857 2.95667 1.6 -1.0 -0.3 0.0593
F 3.66752 3.45130 0.94988 0.0 0.3 -0.7 0.1061
F 4.06088 2.07547 2.70709 -0.4 1.2 0.2 0.0439
B -1.05234 0.67243 -5.38351 -0.1 0.1 0.5 -1.2500
F -0.90366 1.96571 -4.83953 0.3 -0.2 0.4 0.1008
F 0.18229 0.04610 -5.59195 0.0 0.3 -0.2 0.1256
F -1.81481 -0.15044 -4.50623 0.0 0.3 -0.4 0.1004
F -1.72299 0.88849 -6.61054 -0.2 -0.7 -0.1 0.0891
B 2.33003 -3.13688 2.04580 1.1 0.4 -0.3 -1.2522
F 1.12623 -2.74046 1.48772 -0.5 0.1 0.0 0.1273
F 3.23928 -3.36625 0.89966 -0.5 0.3 1.2 0.0538
F 2.83213 -2.15505 2.93770 0.4 0.2 -0.8 0.0995
F 2.23941 -4.27422 2.80356 -0.2 -1.1 -0.1 0.1500
B -3.09121 -2.39961 -1.03864 -0.5 -0.7 0.8 -1.1822
F -3.44473 -3.15962 -2.17901 0.6 0.7 0.5 0.1161
F -1.70236 -2.57436 -0.67412 -0.9 0.1 -0.7 0.0412
F -3.37014 -1.03004 -1.17908 0.2 -0.2 -0.4 0.1025
F -3.87742 -2.88444 0.06546 0.3 0.3 -0.5 0.0669
B 4.58878 2.38694 -3.48811 -1.2 -1.1 1.4 -1.1926
F 3.23762 1.91257 -3.75635 1.0 0.4 0.3 0.0667
F 4.94669 3.19531 -4.51459 0.5 0.7 -0.7 0.1714
F 4.60848 3.10167 -2.22914 -0.1 -0.7 -1.0 0.0581
F 5.42770 1.23198 -3.37436 -0.2 0.6 0.0 0.0902
C -0.19343 -3.06473 7.57630 0.1 0.7 -1.0 -0.0085
C -0.78473 -2.08281 6.55011 -0.9 0.8 -0.1 -0.6650
O -1.22829 -0.96452 7.01330 0.4 -0.8 -0.3 -0.1246
O -0.86734 -2.42047 5.33748 0.3 0.0 0.9 -0.0502
H -0.90869 -3.85119 7.76377 -0.2 -0.4 0.0 0.0677
H 0.03138 -2.56062 8.50000 0.1 0.2 0.3 0.0635
H 0.70615 -3.47890 7.13361 0.1 -0.3 0.1 0.0696
C -3.50737 3.71327 3.20900 0.4 -0.3 -0.1 -0.0181
C -3.36070 2.19694 3.42957 -1.5 -1.3 -0.9 -0.7193
O -2.60245 1.53417 2.64239 0.0 0.9 1.0 -0.1110
O -4.22185 1.65054 4.19374 0.9 0.6 -0.1 -0.1024
H -3.53566 3.79182 2.09006 0.0 0.5 1.0 0.0765
H -2.60896 4.23328 3.59727 -0.5 -0.1 -0.4 0.0672
H -4.42477 4.09080 3.71972 0.8 -0.2 -0.6 0.0856